Record 1
Molecular formula: C3H11BN2O
Method: DFT, wB97M-V/def2-TZVPD

Output
- lowest unoccupied orbital energy (hartree) = 0.020
- calculated total energy (a.u.) = -330.4167
- gap between HOMO and LUMO (eV) = 8.82
- energy relative to the best compared isomer or geometry (same formula, charge and spin) (kJ/mol) = 457.7

```
! wB97M-V def2-TZVPD RIJCOSX def2/J DEFGRID3
* xyz 0 1
O 1.468 -0.253 1.133
N -1.418 -0.995 -0.107
N 1.138 1.144 -0.993
C -2.605 -0.295 -0.184
C 0.741 2.166 -2.010
C 1.962 -1.293 2.077
B 1.370 0.551 0.113
H -3.224 -0.991 -0.760
H -0.288 1.962 -2.142
H -0.694 -0.729 0.555
H -1.656 -2.257 -0.066
H 2.371 -2.121 1.480
H 2.913 -0.869 2.490
H 1.152 -1.561 2.704
H 1.224 1.779 -2.861
H 0.964 3.169 -1.725
H -2.307 0.704 -0.492
H -3.110 -0.111 0.787
*
```

So, what does the natural (NBO) scheme give us? The charges, in e, come out as:
1 O -0.77
2 N -0.82
3 N -0.90
4 C -0.41
5 C -0.39
6 C -0.20
7 B 1.07
8 H 0.20
9 H 0.20
10 H 0.37
11 H 0.32
12 H 0.20
13 H 0.20
14 H 0.20
15 H 0.20
16 H 0.19
17 H 0.19
18 H 0.14

Record 2
Molecular formula: C3H11BNO3
Method: DFT, wB97M-V/def2-TZVPD

Output
- lowest unoccupied orbital energy (hartree) = -0.121
- calculated total energy (a.u.) = -426.0728
- gap between HOMO and LUMO (eV) = 12.32
- energy relative to the best compared isomer or geometry (same formula, charge and spin) (kJ/mol) = 99.5

```
! wB97M-V def2-TZVPD RIJCOSX def2/J DEFGRID3
* xyz 1 1
O -2.093 0.731 0.260
O 2.394 1.247 -2.075
O -4.160 1.919 -0.432
N 0.403 0.280 -0.014
C -0.512 -1.111 1.639
C 0.518 -0.786 0.662
C 1.911 -1.509 0.534
B -3.032 1.274 -0.277
H -1.276 -1.495 1.100
H -4.647 1.905 -1.231
H 1.078 0.542 -0.734
H -0.246 -1.832 2.372
H -1.003 -0.266 2.032
H 2.154 1.008 -3.013
H 2.421 2.192 -2.278
H -0.534 0.801 0.070
H 2.730 -0.719 0.465
H 1.904 -2.248 1.362
H 1.987 -1.932 -0.443
*
```

So, what does the natural (NBO) scheme give us? The charges, in e, come out as:
1 O -0.94
2 O -0.95
3 O -0.87
4 N -0.66
5 C -0.71
6 C 0.51
7 C -0.68
8 B 1.34
9 H 0.27
10 H 0.54
11 H 0.44
12 H 0.25
13 H 0.27
14 H 0.48
15 H 0.49
16 H 0.45
17 H 0.27
18 H 0.25
19 H 0.25

Record 3
Molecular formula: C3H11GaHgOPS
Method: DFT, wB97M-V/def2-TZVPD

Output
- lowest unoccupied orbital energy (hartree) = -0.294
- calculated total energy (a.u.) = -3013.3883
- gap between HOMO and LUMO (eV) = 3.62

```
! wB97M-V def2-TZVPD RIJCOSX def2/J DEFGRID3
* xyz 1 1
Hg 0.441 2.156 -1.238
Ga -1.241 0.721 0.825
S -3.601 -1.699 1.984
P -3.354 -0.357 0.559
O 1.998 0.457 -1.847
C 2.588 -0.621 0.260
C 0.088 -0.229 -0.430
C 1.587 0.383 -0.419
H 2.478 -0.579 1.357
H -1.509 2.276 0.431
H 1.765 -0.415 -2.186
H -0.811 0.526 2.356
H 1.668 1.446 0.048
H 3.624 -0.456 -0.079
H -4.401 0.604 0.734
H -3.461 -1.048 -0.682
H -0.294 -0.249 -1.480
H 0.167 -1.291 -0.119
H 2.269 -1.626 -0.075
*
```

So, what does the natural (NBO) scheme give us? The charges, in e, come out as:
1 Hg 1.02
2 Ga 0.55
3 S -0.23
4 P 0.33
5 O -0.74
6 C -0.63
7 C -0.97
8 C 0.00
9 H 0.25
10 H -0.14
11 H 0.50
12 H -0.17
13 H 0.15
14 H 0.25
15 H 0.06
16 H 0.05
17 H 0.23
18 H 0.27
19 H 0.22

Record 4
Molecular formula: C3H11N
Method: DFT, wB97M-V/def2-TZVPD

Output
- lowest unoccupied orbital energy (alpha / beta) (hartree) = -0.131 / -0.321
- ⟨S²⟩ = 0.75
- calculated total energy (a.u.) = -175.2415
- gap between HOMO and LUMO (alpha / beta) (eV) = 10.81 / 5.62
- energy relative to the best compared isomer or geometry (same formula, charge and spin) (kJ/mol) = 122.0

```
! wB97M-V def2-TZVPD RIJCOSX def2/J DEFGRID3
* xyz 1 2
N -1.619 -0.617 -0.759
C -0.716 0.308 -1.532
C -2.916 -0.117 -0.800
C 4.626 0.229 2.696
H -0.189 1.032 -0.785
H 3.920 1.073 2.267
H 5.448 0.662 3.302
H -1.172 -0.785 0.119
H -0.036 -0.331 -2.337
H -1.414 0.886 -2.119
H -3.398 0.038 -1.803
H -3.730 -0.682 -0.224
H 5.091 -0.497 1.745
H 3.932 -0.512 3.283
H -3.074 0.914 -0.313
*
```

So, what does the natural (NBO) scheme give us? The charges, in e, come out as:
1 N -0.10
2 C -0.48
3 C -0.54
4 C -0.87
5 H 0.28
6 H 0.21
7 H 0.23
8 H 0.42
9 H 0.30
10 H 0.23
11 H 0.28
12 H 0.28
13 H 0.21
14 H 0.22
15 H 0.32

Record 5
Molecular formula: C3H11N2
Method: DFT, wB97M-V/def2-TZVPD

Output
- lowest unoccupied orbital energy (hartree) = -0.135
- calculated total energy (a.u.) = -230.0047
- gap between HOMO and LUMO (eV) = 9.67
- energy relative to the best compared isomer or geometry (same formula, charge and spin) (kJ/mol) = 466.5

```
! wB97M-V def2-TZVPD RIJCOSX def2/J DEFGRID3
* xyz 1 1
N -0.418 -0.232 -0.325
N -0.037 -1.137 1.765
C 0.840 -0.266 -1.255
C -0.225 -0.121 1.101
C -1.416 0.797 -0.713
H 1.222 1.166 1.298
H 1.684 1.787 1.471
H 0.162 -2.126 1.404
H 0.596 -0.207 -2.269
H -1.626 0.699 -1.839
H -2.371 0.645 -0.148
H -0.678 -1.191 -0.479
H -1.048 1.779 -0.388
H 0.422 -0.993 2.651
H 1.467 -1.190 -1.121
H 1.428 0.589 -1.153
*
```

So, what does the natural (NBO) scheme give us? The charges, in e, come out as:
1 N -0.44
2 N -0.69
3 C -0.41
4 C 0.28
5 C -0.43
6 H -0.05
7 H 0.02
8 H 0.37
9 H 0.24
10 H 0.24
11 H 0.25
12 H 0.41
13 H 0.26
14 H 0.44
15 H 0.24
16 H 0.25

Record 6
Molecular formula: C3H11N2
Method: DFT, wB97M-V/def2-TZVPD

Output
- lowest unoccupied orbital energy (hartree) = -0.129
- calculated total energy (a.u.) = -230.1158
- gap between HOMO and LUMO (eV) = 10.26
- energy relative to the best compared isomer or geometry (same formula, charge and spin) (kJ/mol) = 174.9

```
! wB97M-V def2-TZVPD RIJCOSX def2/J DEFGRID3
* xyz 1 1
N -0.790 1.569 -0.250
N 0.775 -0.929 0.389
C 0.904 -1.358 1.573
C 1.864 -1.019 -0.582
C -2.117 0.911 -0.548
H -2.933 1.600 -0.394
H -2.134 0.430 -1.531
H -1.023 2.402 0.286
H -2.172 -0.052 -0.028
H 2.641 -0.342 -0.218
H 0.087 -1.099 2.241
H -0.297 1.688 -1.127
H 1.487 -0.762 -1.567
H 2.333 -2.006 -0.627
H 1.691 -2.028 1.918
H -0.317 0.995 0.465
*
```

So, what does the natural (NBO) scheme give us? The charges, in e, come out as:
1 N -0.69
2 N -0.49
3 C -0.02
4 C -0.46
5 C -0.45
6 H 0.24
7 H 0.25
8 H 0.44
9 H 0.25
10 H 0.22
11 H 0.17
12 H 0.45
13 H 0.20
14 H 0.22
15 H 0.18
16 H 0.48

Record 7
Molecular formula: C3H11N2
Method: DFT, wB97M-V/def2-TZVPD

Output
- lowest unoccupied orbital energy (hartree) = -0.139
- calculated total energy (a.u.) = -230.1273
- gap between HOMO and LUMO (eV) = 10.05
- energy relative to the best compared isomer or geometry (same formula, charge and spin) (kJ/mol) = 144.5
- structure (SMILES) = C[C@H]([NH3+])CN

```
! wB97M-V def2-TZVPD RIJCOSX def2/J DEFGRID3
* xyz 1 1
N -1.755 -0.303 -0.104
N 1.593 1.272 -0.061
C -0.334 -0.105 0.400
C 0.464 0.643 -0.797
C 0.273 -1.498 0.707
H 1.382 -1.435 1.000
H 0.949 -0.103 -1.454
H -0.254 -1.959 1.451
H -2.600 -0.520 0.391
H -0.174 1.399 -1.268
H 1.322 2.168 0.339
H 0.115 -2.152 -0.189
H -2.220 0.456 -0.722
H -1.597 -1.085 -0.814
H 2.300 1.642 -0.707
H -0.499 0.565 1.262
*
```

So, what does the natural (NBO) scheme give us? The charges, in e, come out as:
1 N -0.71
2 N -0.82
3 C -0.03
4 C -0.24
5 C -0.63
6 H 0.29
7 H 0.23
8 H 0.23
9 H 0.45
10 H 0.19
11 H 0.36
12 H 0.21
13 H 0.45
14 H 0.44
15 H 0.38
16 H 0.23

Record 8
Molecular formula: C3H11N2
Method: DFT, wB97M-V/def2-TZVPD

Output
- lowest unoccupied orbital energy (hartree) = -0.142
- calculated total energy (a.u.) = -230.1330
- gap between HOMO and LUMO (eV) = 9.46
- energy relative to the best compared isomer or geometry (same formula, charge and spin) (kJ/mol) = 129.7
- structure (SMILES) = NCCC[NH3+]

```
! wB97M-V def2-TZVPD RIJCOSX def2/J DEFGRID3
* xyz 1 1
N -2.192 0.509 -0.247
N 1.515 0.595 0.953
C -0.093 -0.902 -0.196
C -0.862 0.314 -0.833
C 1.460 -0.615 0.048
H 1.853 1.411 0.444
H -2.069 0.642 0.754
H 2.131 -1.357 0.481
H -2.757 -0.325 -0.363
H 1.998 -0.487 -0.906
H -0.523 -1.117 0.783
H 2.055 0.513 1.821
H 0.579 0.738 1.333
H -0.976 0.025 -1.869
H -0.316 1.250 -0.698
H -0.086 -1.828 -0.770
*
```

So, what does the natural (NBO) scheme give us? The charges, in e, come out as:
1 N -0.79
2 N -0.68
3 C -0.43
4 C -0.23
5 C -0.24
6 H 0.45
7 H 0.34
8 H 0.24
9 H 0.37
10 H 0.24
11 H 0.20
12 H 0.45
13 H 0.44
14 H 0.23
15 H 0.17
16 H 0.25

Record 9
Molecular formula: C3H11N2O
Method: DFT, wB97M-V/def2-TZVPD

Output
- lowest unoccupied orbital energy (alpha / beta) (hartree) = 0.033 / 0.023
- ⟨S²⟩ = 0.75
- calculated total energy (a.u.) = -305.4839
- gap between HOMO and LUMO (alpha / beta) (eV) = 3.73 / 10.54
- energy relative to the best compared isomer or geometry (same formula, charge and spin) (kJ/mol) = 230.9

```
! wB97M-V def2-TZVPD RIJCOSX def2/J DEFGRID3
* xyz 0 2
O 1.887 1.410 1.940
N 0.433 -0.260 1.362
N -1.624 -0.913 -0.454
C 0.754 1.173 1.160
C -1.096 -0.536 -1.749
C 0.186 -0.628 -2.106
H 0.019 -0.386 2.313
H -1.800 -0.111 -2.452
H 1.322 -0.801 1.319
H 0.948 -1.089 -1.492
H -0.168 -0.658 0.555
H 2.189 2.335 1.856
H 0.487 -0.255 -3.076
H -1.822 -1.908 -0.469
H -0.119 1.726 1.513
H 0.918 1.345 0.098
H -2.513 -0.443 -0.317
*
```

So, what does the natural (NBO) scheme give us? The charges, in e, come out as:
1 O -0.72
2 N -1.09
3 N -0.89
4 C -0.02
5 C -0.04
6 C -0.45
7 H 0.27
8 H 0.19
9 H 0.34
10 H 0.20
11 H 0.42
12 H 0.48
13 H 0.21
14 H 0.39
15 H 0.17
16 H 0.17
17 H 0.38

Record 10
Molecular formula: C3H11N2O
Method: DFT, wB97M-V/def2-TZVPD

Output
- lowest unoccupied orbital energy (alpha / beta) (hartree) = 0.033 / 0.022
- ⟨S²⟩ = 0.75
- calculated total energy (a.u.) = -305.5040
- gap between HOMO and LUMO (alpha / beta) (eV) = 4.12 / 10.29
- energy relative to the best compared isomer or geometry (same formula, charge and spin) (kJ/mol) = 178.1

```
! wB97M-V def2-TZVPD RIJCOSX def2/J DEFGRID3
* xyz 0 2
O 2.020 -1.118 0.627
N 0.537 -0.026 -1.264
N -2.096 0.990 -0.701
C -0.164 -0.266 0.065
C 0.920 -0.388 1.137
C -1.195 0.790 0.426
H 1.403 0.515 1.526
H 0.535 -0.732 2.114
H -0.615 -1.254 -0.053
H 1.548 -0.209 -1.161
H 0.531 0.970 -1.559
H 0.226 -0.612 -2.080
H -2.999 0.565 -0.576
H 1.876 -2.054 0.452
H -0.665 1.678 0.759
H -2.278 1.908 -1.077
H -1.853 0.267 1.172
*
```

So, what does the natural (NBO) scheme give us? The charges, in e, come out as:
1 O -0.75
2 N -1.07
3 N -0.88
4 C -0.18
5 C -0.11
6 C -0.25
7 H 0.20
8 H 0.18
9 H 0.21
10 H 0.41
11 H 0.34
12 H 0.27
13 H 0.37
14 H 0.48
15 H 0.21
16 H 0.38
17 H 0.20

Record 11
Molecular formula: C3H11N2O
Method: DFT, wB97M-V/def2-TZVPD

Output
- lowest unoccupied orbital energy (hartree) = -0.119
- calculated total energy (a.u.) = -305.4212
- gap between HOMO and LUMO (eV) = 10.72
- energy relative to the best compared isomer or geometry (same formula, charge and spin) (kJ/mol) = 82.7

```
! wB97M-V def2-TZVPD RIJCOSX def2/J DEFGRID3
* xyz 1 1
O 0.126 0.474 0.176
N -1.030 0.814 -2.041
N -0.495 0.145 2.292
C 0.402 0.020 1.294
C -0.636 -0.606 -2.146
C 1.815 -0.346 1.760
H -1.395 -1.288 -1.720
H 0.150 -0.882 -1.431
H -0.259 -0.072 3.247
H 2.261 0.606 2.041
H -0.277 1.502 -1.922
H -0.235 -0.867 -3.130
H -1.655 1.048 -1.272
H -1.483 0.998 -2.941
H -1.476 0.163 2.069
H 2.532 -0.762 1.059
H 1.655 -0.948 2.665
*
```

So, what does the natural (NBO) scheme give us? The charges, in e, come out as:
1 O -0.74
2 N -0.66
3 N -0.79
4 C 0.71
5 C -0.46
6 C -0.72
7 H 0.25
8 H 0.27
9 H 0.41
10 H 0.26
11 H 0.46
12 H 0.24
13 H 0.46
14 H 0.43
15 H 0.41
16 H 0.26
17 H 0.23

Record 12
Molecular formula: C3H11N2O
Method: DFT, wB97M-V/def2-TZVPD

Output
- lowest unoccupied orbital energy (hartree) = -0.131
- calculated total energy (a.u.) = -305.3499
- gap between HOMO and LUMO (eV) = 10.65
- energy relative to the best compared isomer or geometry (same formula, charge and spin) (kJ/mol) = 269.9

```
! wB97M-V def2-TZVPD RIJCOSX def2/J DEFGRID3
* xyz 1 1
O 1.205 -0.778 -0.633
N -1.454 -1.213 -0.795
N 1.330 -0.531 1.617
C 1.580 -0.095 0.265
C 1.777 1.360 0.253
C -2.102 0.190 -0.726
H -1.740 0.938 0.032
H 1.546 -1.420 1.871
H 2.507 1.818 0.690
H 1.867 1.624 -0.904
H -2.338 -1.906 -0.596
H -1.714 0.731 -1.710
H 0.826 1.855 0.573
H -3.252 0.279 -0.903
H -0.874 -1.358 0.120
H 1.707 0.125 2.394
H -0.872 -1.619 -1.548
*
```

So, what does the natural (NBO) scheme give us? The charges, in e, come out as:
1 O -0.63
2 N -0.73
3 N -0.86
4 C 0.71
5 C -0.72
6 C -0.48
7 H 0.27
8 H 0.39
9 H 0.24
10 H 0.24
11 H 0.46
12 H 0.25
13 H 0.24
14 H 0.27
15 H 0.48
16 H 0.39
17 H 0.48

Record 13
Molecular formula: C3H11N2O
Method: DFT, wB97M-V/def2-TZVPD

Output
- lowest unoccupied orbital energy (hartree) = -0.120
- calculated total energy (a.u.) = -305.3129
- gap between HOMO and LUMO (eV) = 10.63
- energy relative to the best compared isomer or geometry (same formula, charge and spin) (kJ/mol) = 367.2

```
! wB97M-V def2-TZVPD RIJCOSX def2/J DEFGRID3
* xyz 1 1
O 1.164 0.092 1.080
N -0.386 1.878 -0.103
N 1.448 -1.274 1.054
C 0.105 0.136 -1.561
C -1.448 -0.193 0.433
C -0.475 0.568 -0.275
H -2.412 -0.011 0.026
H -0.537 0.222 -2.445
H 0.389 -0.882 -1.499
H -0.791 2.383 0.654
H -1.218 -1.269 0.208
H 1.733 -1.400 2.095
H 1.038 0.760 -1.641
H 0.110 2.453 -0.847
H 2.094 -1.614 0.334
H 0.553 -1.774 1.005
H -1.368 -0.075 1.480
*
```

So, what does the natural (NBO) scheme give us? The charges, in e, come out as:
1 O -0.64
2 N -0.70
3 N -0.41
4 C -0.69
5 C -0.70
6 C 0.55
7 H 0.28
8 H 0.27
9 H 0.22
10 H 0.42
11 H 0.21
12 H 0.44
13 H 0.25
14 H 0.42
15 H 0.41
16 H 0.39
17 H 0.26

Record 14
Molecular formula: C3H11N2O
Method: DFT, wB97M-V/def2-TZVPD

Output
- lowest unoccupied orbital energy (hartree) = -0.120
- calculated total energy (a.u.) = -305.4104
- gap between HOMO and LUMO (eV) = 11.51
- energy relative to the best compared isomer or geometry (same formula, charge and spin) (kJ/mol) = 111.0

```
! wB97M-V def2-TZVPD RIJCOSX def2/J DEFGRID3
* xyz 1 1
O 0.312 -0.257 -2.432
N -2.488 -0.178 0.141
N -0.198 -0.256 -0.020
C 1.434 1.095 1.280
C 1.115 -0.252 0.647
C -1.291 -0.618 0.591
H 1.201 -1.026 1.396
H 1.137 0.081 -2.815
H 1.691 -0.645 -0.191
H -0.251 0.138 -1.029
H 0.153 -0.976 -3.062
H -3.294 -0.776 0.212
H 0.429 1.522 1.531
H -1.316 -1.255 1.484
H 1.974 1.055 2.256
H -2.468 0.518 -0.588
H 1.860 1.830 0.598
*
```

So, what does the natural (NBO) scheme give us? The charges, in e, come out as:
1 O -0.95
2 N -0.74
3 N -0.51
4 C -0.63
5 C -0.24
6 C 0.39
7 H 0.22
8 H 0.51
9 H 0.22
10 H 0.46
11 H 0.51
12 H 0.43
13 H 0.21
14 H 0.22
15 H 0.25
16 H 0.41
17 H 0.23

Record 15
Molecular formula: C3H11N2O2
Method: DFT, wB97M-V/def2-TZVPD

Output
- lowest unoccupied orbital energy (hartree) = 0.123
- calculated total energy (a.u.) = -380.8710
- gap between HOMO and LUMO (eV) = 6.61
- energy relative to the best compared isomer or geometry (same formula, charge and spin) (kJ/mol) = 75.7

```
! wB97M-V def2-TZVPD RIJCOSX def2/J DEFGRID3
* xyz -1 1
O 2.104 -2.823 0.306
O -1.559 0.864 -0.874
N -3.199 1.980 0.507
N 1.059 0.569 -0.768
C -1.881 1.262 0.396
C 2.205 -1.400 0.169
C 0.997 -0.862 -0.547
H 2.201 -0.877 1.170
H 2.967 -3.255 0.314
H -3.932 1.358 0.173
H 1.360 1.068 0.070
H -1.999 0.407 1.119
H -0.007 0.851 -0.843
H -1.185 1.985 0.817
H -3.156 2.686 -0.228
H 3.136 -1.184 -0.329
H 0.814 -1.411 -1.468
H 0.075 -1.221 0.014
*
```

So, what does the natural (NBO) scheme give us? The charges, in e, come out as:
1 O -0.74
2 O -0.94
3 N -0.90
4 N -0.92
5 C 0.11
6 C -0.05
7 C -0.23
8 H 0.14
9 H 0.46
10 H 0.33
11 H 0.32
12 H 0.08
13 H 0.44
14 H 0.09
15 H 0.33
16 H 0.15
17 H 0.17
18 H 0.17